# 1
The following is a DFT calculation (ωB97M-V/def2-TZVPD) of 9 unconnected molecules or ions with the total composition C14H47NO10.

The geometry in XYZ format:
```
72
Properties=species:S:1:pos:R:3:forces:R:3:lowdin_charge:R:1
C 0.270 0.812 -4.298 -0.6 0.7 1.3 -0.08
O 1.297 0.878 -3.321 0.7 -1.9 -0.6 -0.22
C 1.967 2.092 -3.328 0.8 0.8 1.2 -0.23
C 3.232 2.098 -2.381 -0.9 0.6 -0.8 -0.18
N 2.883 2.056 -0.976 -0.5 0.1 0.5 -0.06
C 3.988 1.902 -0.001 -0.9 -0.8 -1.6 -0.19
C 3.456 1.656 1.387 1.4 0.6 0.4 -0.26
O 2.886 0.386 1.579 -0.2 0.2 0.2 -0.18
C 2.623 0.110 2.962 -1.2 0.2 -1.0 -0.08
H 0.567 0.850 -5.346 0.4 0.1 0.1 0.09
H -0.321 1.682 -4.010 -0.7 0.2 -0.8 0.08
H -0.362 -0.058 -4.120 0.3 -0.2 0.0 0.08
H 1.233 2.822 -2.987 0.1 0.6 0.4 0.10
H 2.239 2.454 -4.319 0.4 -0.4 -0.3 0.12
H 3.712 3.058 -2.572 0.2 0.1 -0.1 0.11
H 3.943 1.328 -2.678 0.0 -0.4 -0.2 0.11
H 2.282 1.254 -0.849 -0.2 -0.2 0.1 0.08
H 4.642 2.773 -0.037 -0.1 0.1 0.2 0.12
H 4.561 1.039 -0.341 0.6 -0.2 0.3 0.12
H 2.848 2.514 1.673 -0.8 -0.2 0.1 0.12
H 4.330 1.734 2.034 0.3 0.0 0.3 0.12
H 3.510 0.003 3.588 0.1 -0.1 -0.2 0.09
H 1.970 -0.762 2.936 0.5 -0.4 0.3 0.08
H 1.963 0.872 3.376 0.2 0.4 0.2 0.07
C -2.579 -2.519 2.868 -0.8 0.8 1.0 -0.15
O -2.917 -2.876 4.207 0.2 -1.3 0.5 -0.14
H -2.526 -3.400 2.229 0.1 -0.1 0.3 0.08
H -3.447 -1.929 2.574 0.5 0.4 -1.0 0.07
H -1.643 -1.960 2.898 -0.1 0.1 -0.6 0.07
H -2.959 -2.103 4.775 0.1 0.1 -0.3 0.07
C -4.802 1.465 2.050 -0.9 0.6 -0.2 -0.13
O -5.386 2.246 0.951 1.0 -0.8 0.8 -0.13
H -5.507 0.685 2.335 0.1 -0.3 -0.1 0.07
H -3.833 1.030 1.804 -0.3 0.2 -0.6 0.05
H -4.660 2.086 2.934 0.1 0.2 0.0 0.08
H -6.225 2.578 1.279 0.0 0.0 0.0 0.06
C -2.803 -2.336 -3.664 2.1 -0.7 -0.6 -0.21
O -3.860 -1.491 -3.462 -1.3 0.7 0.5 -0.09
H -2.615 -2.449 -4.732 -0.1 -0.6 -0.3 0.08
H -1.857 -1.927 -3.309 -0.2 0.3 0.4 0.05
H -2.932 -3.292 -3.158 0.0 -0.2 -0.2 0.09
H -4.614 -2.073 -3.580 -0.5 0.5 0.1 0.08
C 2.679 -1.927 -2.093 0.7 0.6 -0.6 -0.19
O 2.740 -3.285 -1.785 0.1 -0.3 0.4 -0.10
H 3.566 -1.689 -2.681 -0.2 -0.1 -0.5 0.08
H 1.774 -1.689 -2.653 0.0 0.3 0.0 0.07
H 2.824 -1.245 -1.255 -0.5 -0.1 0.6 0.07
H 2.045 -3.449 -1.144 -0.2 -0.6 0.2 0.03
C -1.185 1.619 3.403 1.6 0.2 0.5 -0.13
O -1.045 1.602 4.845 -0.8 -0.1 -0.4 -0.13
H -2.069 1.104 3.026 0.0 0.2 0.5 0.05
H -1.094 2.636 3.020 -0.5 0.1 -0.1 0.08
H -0.302 1.107 3.022 -0.2 -0.3 -0.4 0.05
H -0.566 2.387 5.117 -0.1 0.0 -0.1 0.07
C -0.493 2.643 -0.608 0.4 0.4 -1.3 -0.15
O -1.732 2.510 0.063 0.4 0.0 1.0 -0.12
H 0.396 2.325 -0.064 -0.6 -0.6 0.6 0.07
H -0.554 2.096 -1.549 0.3 -0.2 -0.1 0.07
H -0.191 3.656 -0.871 -0.6 0.5 0.0 0.08
H -2.477 2.676 -0.520 0.1 0.1 -0.2 0.10
C 1.193 -3.815 1.569 -0.8 -1.3 0.5 -0.13
O 0.964 -4.434 0.315 0.6 0.5 -1.3 -0.14
H 0.209 -3.826 2.040 0.2 0.7 0.6 0.07
H 1.851 -4.462 2.149 0.2 0.2 0.2 0.08
H 1.634 -2.821 1.493 -0.2 -0.1 -0.4 0.07
H 0.324 -5.146 0.377 0.1 0.1 0.2 0.09
C -0.717 -0.918 -0.519 0.3 0.1 -0.5 -0.12
O -1.337 -0.270 0.591 0.5 -1.0 -0.3 -0.12
H -0.029 -1.725 -0.268 -0.1 0.0 0.8 0.06
H -1.422 -1.361 -1.224 -0.4 0.1 0.2 0.06
H -0.103 -0.237 -1.107 0.0 0.3 0.0 0.06
H -1.435 0.652 0.341 -0.3 0.4 0.1 0.01
```
Positions in Å, forces in eV/Å.

- LUMO energy: 0.58 eV
- E_HOMO: -0.331 hartree
- Maximum force: 0.0439 Eh/bohr
- ΔE to the lowest compared entry with this formula, charge and spin: 70.3 kcal/mol
- Orbital gap: 9.59 eV
- Molecular weight: 389.53 g mol⁻¹

# 2
The following is a DFT calculation (ωB97M-V/def2-TZVPD) of 10 unconnected molecules or ions with the total composition C14H48N2O14.

The geometry in XYZ format:
```
78
Properties=species:S:1:pos:R:3:forces:R:3:lowdin_charge:R:1
N -0.518 -3.224 2.193 1.5 2.7 0.4 0.17
C -1.459 -4.015 2.691 0.0 -0.2 0.0 -0.79
N -1.543 -5.070 1.926 -1.0 -4.0 -2.3 0.16
O -2.095 -3.804 3.687 -1.1 0.4 1.8 0.05
H -0.481 -2.376 2.740 0.5 0.5 -0.4 0.07
H -0.284 -3.244 1.211 0.0 0.0 0.3 0.07
H -2.158 -5.861 2.057 0.0 0.5 0.4 0.12
H -0.934 -5.108 1.121 -0.2 -0.3 0.1 0.06
O -0.456 1.731 2.648 0.4 -0.5 0.5 -0.11
C 0.678 2.599 2.696 -1.3 1.5 -0.1 -0.15
C 0.127 3.881 3.458 1.5 -1.4 0.4 -0.22
O -0.932 4.412 2.735 -1.1 0.2 -1.1 -0.06
H -1.200 2.324 2.520 -0.3 -0.1 -0.1 0.05
H 1.533 2.121 3.174 -0.3 0.0 0.2 0.12
H 0.903 2.790 1.647 0.5 0.5 0.0 0.11
H 0.845 4.672 3.673 0.4 -0.2 -0.1 0.12
H -0.244 3.475 4.400 0.1 0.0 0.3 0.12
H -1.622 4.730 3.322 0.1 0.0 0.1 0.10
O 2.234 -0.807 -2.305 1.0 -1.3 0.3 -0.09
C 3.253 -1.820 -2.104 -0.8 -0.1 1.7 -0.18
C 4.011 -1.711 -0.677 -1.0 0.8 -2.5 -0.21
O 4.582 -0.433 -0.706 0.7 0.8 0.2 -0.08
H 2.634 0.039 -2.094 0.2 0.5 0.2 0.06
H 2.761 -2.790 -2.173 -0.2 0.0 0.0 0.09
H 3.967 -1.800 -2.928 0.4 0.2 0.1 0.11
H 4.807 -2.454 -0.630 -0.3 -0.5 0.3 0.11
H 3.356 -1.658 0.193 -0.1 -0.8 -0.2 0.10
H 5.164 -0.446 -1.469 0.3 0.4 0.0 0.09
O -1.833 -1.331 -2.811 0.8 -1.5 0.4 -0.06
C -1.800 -0.430 -3.845 1.0 2.6 -0.7 -0.24
C -0.862 0.806 -3.530 -0.5 -0.6 0.8 -0.21
O -1.490 1.624 -2.553 -0.3 0.3 0.4 -0.09
H -2.398 -1.088 -2.074 -0.1 0.5 0.2 0.06
H -1.369 -0.845 -4.755 -0.3 -0.7 0.0 0.11
H -2.808 -0.052 -4.016 0.0 0.2 -0.5 0.12
H -0.547 1.493 -4.315 -0.5 -0.5 -0.7 0.11
H 0.062 0.454 -3.072 0.2 -0.5 -0.3 0.10
H -1.120 1.324 -1.720 0.0 0.1 0.4 0.03
O 1.962 2.311 -1.191 0.2 0.5 0.3 -0.07
C 1.367 3.403 -1.863 0.9 0.5 -0.6 -0.22
C 2.395 4.585 -2.063 -1.5 -0.6 -0.7 -0.20
O 2.833 4.542 -3.423 0.8 0.0 0.1 -0.09
H 1.219 1.802 -0.859 -0.2 -0.5 0.5 0.02
H 1.090 3.020 -2.845 0.1 0.4 -0.4 0.10
H 0.413 3.728 -1.448 0.1 0.1 0.7 0.11
H 3.226 4.555 -1.359 0.1 -0.4 -0.3 0.12
H 1.928 5.564 -1.956 -0.3 0.0 0.5 0.10
H 2.113 4.904 -3.945 0.1 0.0 -0.1 0.08
C -2.868 2.658 0.590 -1.2 2.0 -1.3 -0.14
O -2.752 1.333 0.951 0.3 -1.1 1.0 -0.13
H -3.401 3.215 1.361 0.3 0.3 0.2 0.09
H -1.938 3.163 0.328 0.2 -0.4 0.4 0.09
H -3.498 2.718 -0.298 0.0 0.2 -0.3 0.09
H -3.595 1.143 1.371 0.0 -0.4 0.3 0.12
C 0.303 -0.572 0.159 -0.5 -1.8 -1.1 -0.12
O -0.005 0.779 -0.026 -0.2 1.0 0.1 -0.13
H 1.376 -0.753 0.220 -0.2 0.3 0.3 0.07
H -0.297 -1.056 0.929 0.5 0.5 0.6 0.07
H -0.063 -1.087 -0.729 0.4 -0.3 -0.3 0.06
H -0.865 0.894 0.385 -0.1 0.3 0.3 0.05
C 1.567 -0.793 3.542 0.6 1.3 0.0 -0.17
O 0.179 -0.765 3.694 -0.6 -1.4 0.3 -0.13
H 1.873 -0.445 2.556 0.0 -0.2 -0.3 0.06
H 1.988 -0.066 4.236 0.4 -0.1 0.3 0.07
H 2.041 -1.757 3.728 -0.6 -0.2 0.1 0.09
H -0.192 0.066 3.386 0.1 0.5 -0.2 0.04
C -0.273 -3.855 -1.511 -1.4 0.4 -0.9 -0.12
O 0.122 -4.578 -0.339 0.8 0.8 -1.0 -0.13
H 0.356 -3.094 -1.973 1.0 -0.1 0.7 0.07
H -0.516 -4.523 -2.337 -0.1 -0.3 0.1 0.09
H -1.157 -3.253 -1.300 -0.2 -0.4 0.3 0.06
H 1.062 -4.729 -0.460 0.2 -0.3 0.4 0.09
C -3.606 -2.172 0.347 0.3 -0.3 0.3 -0.10
O -2.699 -1.129 -0.094 -1.0 -1.4 0.1 -0.14
H -3.292 -3.182 0.085 0.5 0.3 -0.6 0.07
H -3.614 -2.239 1.435 -0.2 0.4 0.2 0.08
H -4.616 -2.067 -0.051 0.0 0.3 0.0 0.08
H -2.933 -0.375 0.453 0.4 0.2 -0.4 0.03
```
Positions in Å, forces in eV/Å.

- LUMO energy: 0.09 eV
- E_HOMO: -0.330 hartree
- Maximum force: 0.0912 Eh/bohr
- Orbital gap: 9.06 eV
- Molecular weight: 468.54 g mol⁻¹

# 3
The following is a DFT calculation (ωB97M-V/def2-TZVPD) of a molecular structure, C14H50B2O15Pd2PtS2.

The geometry in XYZ format:
```
86
Properties=species:S:1:pos:R:3:forces:R:3:lowdin_charge:R:1
Pt 2.032 2.097 2.337 -0.1 -0.3 -0.7 1.30
Pd 1.814 -2.672 1.716 0.4 0.0 1.2 1.08
Pd 2.813 1.304 -1.527 0.3 -0.2 1.2 1.11
B 1.951 -2.227 4.066 1.6 0.3 0.1 -0.39
H 1.660 -1.851 5.162 -0.6 -0.3 0.1 -0.02
H 2.635 -3.239 4.044 0.1 -0.3 -0.1 -0.02
H 0.978 -2.480 3.377 -1.2 0.0 -0.4 -0.05
H 2.634 -1.335 3.630 0.0 0.1 -0.2 -0.04
B 2.566 3.137 0.048 -0.6 0.1 -1.2 -0.44
H 3.328 3.595 -0.774 0.4 0.4 0.3 0.01
H 2.971 2.036 0.333 0.4 -0.5 -0.3 -0.06
H 2.521 3.840 1.040 0.2 0.0 0.4 0.00
H 1.473 3.055 -0.446 -0.3 0.2 0.1 0.00
S 0.239 0.178 0.300 0.5 -0.6 -0.3 0.36
O 1.011 0.544 -0.910 -1.0 0.1 -0.6 -0.41
O 0.298 1.298 1.277 -0.5 0.0 0.3 -0.44
O -1.140 -0.100 -0.091 0.2 0.6 0.2 -0.30
O 0.859 -1.034 0.821 -0.5 0.2 0.0 -0.39
S 4.106 -0.435 1.060 1.1 1.0 0.2 0.35
O 3.692 -1.834 1.351 0.0 0.2 -0.5 -0.41
O 3.928 -0.106 -0.406 -0.2 -0.6 -0.3 -0.42
O 3.232 0.506 1.832 -0.2 -0.3 0.6 -0.53
O 5.485 -0.262 1.416 -0.2 -0.1 -0.1 -0.26
C 0.354 5.658 4.060 -0.3 0.4 0.2 -0.07
C 0.565 4.861 2.795 0.5 0.0 0.8 -0.24
O 0.578 3.442 3.126 0.1 0.5 -0.1 -0.23
H 0.098 6.690 3.812 0.1 0.0 -0.1 0.08
H 1.240 5.686 4.693 0.0 -0.2 0.0 0.08
H -0.474 5.266 4.653 0.0 -0.1 -0.1 0.08
H 1.561 5.061 2.419 -0.1 0.2 -0.4 0.09
H -0.204 5.082 2.060 0.1 -0.2 -0.2 0.13
H -0.350 3.131 3.157 0.0 -0.5 0.2 0.07
C -3.879 1.339 3.809 -0.4 -0.1 0.0 -0.08
C -2.696 0.971 2.954 0.1 0.4 0.4 -0.28
O -1.796 2.094 2.855 0.0 0.0 -0.3 -0.11
H -4.327 2.282 3.492 0.1 0.0 -0.1 0.08
H -3.643 1.410 4.870 0.1 0.0 0.0 0.08
H -4.636 0.561 3.683 0.0 0.0 0.1 0.07
H -3.043 0.712 1.952 0.1 -0.1 0.0 0.10
H -2.162 0.125 3.393 0.0 -0.1 -0.2 0.13
H -1.218 1.859 2.112 0.1 0.0 0.0 0.03
C 2.394 -1.328 -5.286 0.2 -0.1 -0.2 -0.07
C 2.150 -0.027 -4.542 -0.2 0.1 -0.4 -0.27
O 2.539 -0.174 -3.171 0.4 0.2 0.0 -0.18
H 3.434 -1.366 -5.610 0.0 -0.2 0.2 0.08
H 1.793 -1.427 -6.190 -0.1 0.2 0.1 0.08
H 2.201 -2.192 -4.649 -0.1 0.0 0.0 0.07
H 1.115 0.321 -4.586 -0.1 -0.2 0.0 0.12
H 2.754 0.745 -5.019 0.1 0.2 0.4 0.12
H 1.951 -0.871 -2.804 -0.1 0.2 0.1 0.05
C -4.312 -2.059 -0.490 0.0 -0.6 -0.1 -0.07
C -3.794 -2.213 0.932 -0.5 0.0 0.0 -0.33
O -2.389 -2.249 0.978 0.0 -0.2 0.2 -0.09
H -5.396 -2.181 -0.560 0.0 0.3 0.2 0.07
H -3.909 -2.882 -1.088 0.2 0.2 -0.1 0.07
H -4.003 -1.112 -0.934 -0.1 0.0 0.0 0.06
H -4.158 -3.147 1.365 0.1 0.0 -0.1 0.11
H -4.210 -1.416 1.568 0.2 0.1 0.0 0.10
H -2.049 -1.410 0.637 0.1 -0.1 0.0 0.01
C 4.173 -3.361 -1.420 0.4 0.6 1.0 -0.07
C 3.060 -4.262 -0.932 0.0 -1.0 -1.5 -0.26
O 1.981 -3.585 -0.282 0.0 -0.1 0.1 -0.16
H 4.828 -3.836 -2.146 -0.2 -0.2 -0.2 0.08
H 4.805 -3.051 -0.582 -0.1 0.0 -0.1 0.07
H 3.777 -2.422 -1.814 -0.1 -0.2 -0.2 0.06
H 3.395 -5.112 -0.339 0.1 0.4 0.6 0.12
H 2.630 -4.778 -1.806 -0.2 0.2 0.1 0.12
H 1.548 -3.043 -0.958 -0.2 0.0 0.0 0.07
C -1.239 -3.299 -3.197 -0.3 -0.4 -0.6 -0.07
C -0.723 -1.889 -3.084 -0.2 -0.2 0.1 -0.25
O 0.504 -1.884 -2.325 0.3 -0.1 0.0 -0.12
H -2.013 -3.389 -3.965 0.0 0.3 0.0 0.08
H -1.683 -3.680 -2.279 0.3 0.0 0.2 0.07
H -0.428 -3.942 -3.547 0.0 -0.1 0.3 0.08
H -1.443 -1.229 -2.599 0.0 0.1 0.0 0.11
H -0.517 -1.499 -4.081 0.2 0.1 0.1 0.11
H 0.314 -1.491 -1.466 -0.1 0.2 0.0 0.04
C -4.706 2.801 -2.000 -0.3 0.2 0.4 -0.09
C -3.785 2.134 -0.998 0.4 0.4 -0.7 -0.33
O -2.883 1.305 -1.722 -0.3 -0.2 0.1 -0.10
H -4.165 3.457 -2.680 0.1 -0.2 -0.1 0.07
H -5.419 3.441 -1.472 0.0 -0.1 0.0 0.07
H -5.269 2.048 -2.550 0.1 0.1 -0.1 0.07
H -4.378 1.562 -0.278 0.1 0.0 0.1 0.11
H -3.198 2.913 -0.498 -0.2 -0.1 0.4 0.11
H -2.332 0.832 -1.082 0.2 0.1 -0.1 0.01
```
Positions in Å, forces in eV/Å.

- Spin multiplicity: 7
- LUMO energy (spin up / spin down): -0.29 / -2.81 eV
- E_HOMO (spin up / spin down): -0.341 / -0.344 hartree
- Maximum force: 0.0343 Eh/bohr
- ΔE to the lowest compared entry with this formula, charge and spin: 0.4 kcal/mol
- Orbital gap (spin up / spin down): 9.00 / 6.55 eV
- Molecular weight: 952.22 g mol⁻¹